Formula: C23H29N3O3
Source: the Open Molecules 2025 dataset
Level of theory: the ωB97M-V functional and the def2-TZVPD basis

Summary:
E = -1283.8545 Ha
largest force on an atom = 0.54 eV Å⁻¹
orbital gap = 0.3012 Eh
HOMO level = -7.53 eV
relative energy (zero: lowest compared OMol25 entry of this formula, charge and spin) = 2.216 eV

Geometry (Å):
C  -0.8838  2.1476  -8.5503
C  0.1715  3.1323  -9.0375
C  1.5997  2.6954  -8.7090
C  1.9254  2.7247  -7.2169
O  1.3840  1.5678  -6.6089
C  1.4996  1.4078  -5.2704
C  2.1499  2.2862  -4.4070
C  2.1882  2.0147  -3.0532
C  1.5721  0.8870  -2.5218
C  1.6518  0.6838  -1.0475
O  2.5827  1.1041  -0.3885
N  0.5775  0.0187  -0.5301
C  0.3094  -0.3248  0.7981
C  1.2071  -0.1076  1.8404
C  0.8724  -0.4621  3.1291
C  -0.3566  -1.0562  3.4323
N  -0.6769  -1.3385  4.7586
C  0.2603  -2.0858  5.5737
C  0.0692  -1.7119  7.0433
N  -1.3026  -1.9667  7.4323
C  -1.5778  -2.9340  8.3412
C  -3.0407  -3.1907  8.6421
O  -0.6914  -3.5469  8.9047
C  -2.2405  -1.2495  6.6063
C  -2.0424  -1.6243  5.1291
C  -1.2442  -1.2800  2.3782
C  -0.9169  -0.9152  1.0877
C  0.9434  -0.0022  -3.3933
C  0.9106  0.2530  -4.7456
H  -0.7177  1.1674  -8.9908
H  -1.8774  2.4893  -8.8323
H  -0.8474  2.0440  -7.4700
H  -0.0132  4.1148  -8.5960
H  0.0864  3.2380  -10.1216
H  1.7661  1.6808  -9.0737
H  2.2998  3.3610  -9.2175
H  1.5035  3.6285  -6.7564
H  3.0154  2.7360  -7.0761
H  2.6318  3.1764  -4.7788
H  2.6980  2.6856  -2.3783
H  -0.1645  -0.2121  -1.1757
H  2.1574  0.3544  1.6333
H  1.5751  -0.2547  3.9213
H  0.0867  -3.1694  5.4608
H  1.2808  -1.8698  5.2639
H  0.2883  -0.6485  7.1867
H  0.7168  -2.3121  7.6836
H  -3.5275  -2.2856  8.9979
H  -3.0917  -3.9481  9.4194
H  -3.5602  -3.5578  7.7598
H  -2.0495  -0.1753  6.7194
H  -3.2658  -1.4559  6.9048
H  -2.2931  -2.6901  4.9904
H  -2.7164  -1.0167  4.5241
H  -2.1970  -1.7551  2.5527
H  -1.6239  -1.1006  0.2898
H  0.5046  -0.9201  -3.0275
H  0.4335  -0.4309  -5.4301